Record 1
C28H49Br2CaF3N2O5S | ωB97M-V with the def2-TZVPD basis set

ORCA input file:
```
! RIJCOSX wB97M-V def2-TZVPD def2/J DEFGRID3
* xyz 2 1
C -2.6912 5.2916 -2.5398
C -1.1900 5.3347 -2.1196
C -0.2769 4.3987 -3.0004
C 0.5411 3.3436 -2.1307
N 0.4859 2.0658 -2.8444
C 0.1259 0.8683 -2.0864
C 0.0055 -0.2334 -3.2002
C -0.6338 0.4547 -4.4096
C -1.1681 -0.5175 -5.5488
F -0.9011 -1.8113 -5.3316
Br -0.2926 0.0076 -7.2448
C -2.7376 -0.2339 -5.7492
F -3.4341 -0.4666 -4.5629
F -3.1657 -0.9892 -6.7306
Br -3.0415 1.6761 -6.3857
C 1.1910 0.4399 -0.9684
C 1.1269 -1.1362 -0.8107
C 1.7128 -1.7147 0.5053
C 1.3675 -3.2654 0.6442
C 2.7034 -4.0840 0.7020
C 0.4634 -3.5291 1.9028
C -0.2223 -4.9424 1.8816
C -0.6264 -5.3231 3.3409
C -1.7830 -4.9236 3.9289
C -2.2518 -3.4330 3.9695
C -2.7222 -5.9274 4.6451
C 2.6633 0.7595 -1.4912
N 3.6918 0.4717 -0.4839
C 4.4312 1.6731 -0.0199
C 1.0351 1.2307 0.3715
C -0.4558 1.4655 0.8491
C -0.4937 1.2102 2.4019
C 0.1828 2.4354 3.1220
O 1.1334 1.9899 4.0878
C 0.6366 2.0849 5.4039
C -0.1447 0.9093 6.0376
O 0.8730 3.0651 5.9977
O -1.3783 0.5087 0.2568
S -1.5221 0.9200 -1.3099
O -2.1596 2.2352 -1.3805
O -2.4412 -0.0474 -1.8884
H -3.2184 6.1881 -2.1493
H -2.8006 5.2630 -3.6531
H -3.2488 4.4152 -2.1368
H -1.1347 5.0988 -1.0385
H -0.8558 6.3892 -2.2219
H 0.3886 5.0729 -3.5719
H -0.9578 3.8726 -3.7314
H 1.5598 3.7760 -2.0270
H 0.0598 3.3484 -1.1393
H 1.2639 1.9037 -3.4748
H 1.0260 -0.5798 -3.4766
H -0.5406 -1.1439 -2.9098
H 0.1280 1.0977 -4.8910
H -1.4206 1.1069 -3.9711
H 1.6755 -1.6355 -1.6420
H 0.0453 -1.4179 -0.8090
H 1.2419 -1.2349 1.3924
H 2.8071 -1.6366 0.6044
H 0.7380 -3.5322 -0.2357
H 3.5469 -3.5721 0.1920
H 2.9471 -4.2550 1.7739
H 2.6133 -5.0760 0.2094
H 1.0631 -3.4341 2.8311
H -0.3207 -2.7367 1.8845
H -1.1777 -4.9461 1.3156
H 0.4812 -5.6849 1.4591
H 0.0678 -5.9174 3.9700
H -2.7596 -3.1917 3.0040
H -1.3514 -2.8029 4.0991
H -2.9285 -3.2306 4.8180
H -3.2833 -5.4373 5.4696
H -2.0938 -6.7485 5.0599
H -3.4204 -6.3960 3.9223
H 2.8384 0.0752 -2.3578
H 2.7865 1.8156 -1.8113
H 4.3541 -0.1804 -0.8937
H 3.8707 2.6193 -0.1263
H 5.4314 1.6848 -0.4982
H 4.6095 1.5401 1.0730
H 1.4591 2.2523 0.2206
H 1.5970 0.8076 1.2191
H -0.7534 2.5264 0.7204
H -1.5406 1.0515 2.7341
H 0.0886 0.2908 2.6198
H -0.6225 3.0704 3.5472
H 0.7405 3.0783 2.4032
H -1.1814 1.2694 6.2059
H -0.1469 0.0350 5.3581
H 0.3056 0.6066 7.0020
Ca -2.6139 2.2728 -4.1531
*
```

Computed properties:
Frontier orbital gap   2.9 eV

***

Record 2
C28H49ClN7O4 | ωB97M-V with the def2-TZVPD basis set

ORCA input file:
```
! RIJCOSX wB97M-V def2-TZVPD def2/J DEFGRID3
* xyz -1 1
Cl -0.6651 -0.1334 0.4719
O 0.0836 1.1022 0.4322
O -0.8304 -0.6464 1.7959
O -2.0048 0.0757 -0.0538
O 0.0181 -1.1509 -0.2638
C -1.6909 4.8271 0.5347
C -1.1852 3.8592 -0.5712
C -1.6173 2.3729 -0.3554
C -3.0875 2.2471 -0.0283
N -4.1930 2.1349 0.1641
H -1.3647 4.5845 1.5461
H -2.7800 4.7849 0.5395
H -1.3919 5.8367 0.2531
H -0.1001 3.8007 -0.6560
H -1.5648 4.1681 -1.5452
H -1.1826 2.0548 0.5922
H -1.4134 1.7065 -1.1935
C 1.4666 3.6070 2.6637
C 1.3523 2.0681 2.5706
C 0.1295 1.3839 3.1418
C -0.1421 1.7234 4.5261
N -0.4357 1.9092 5.6513
H 1.4255 3.9966 3.6808
H 0.7680 4.1708 2.0454
H 2.4651 3.8302 2.2880
H 2.1833 1.6672 3.1511
H 1.3531 1.7601 1.5250
H 0.1107 0.3064 2.9781
H -0.6982 1.7793 2.5530
C 0.4465 -0.9585 3.9551
C 0.6867 -2.4741 4.2337
C 0.2368 -3.2879 3.0378
C -1.1675 -3.0467 2.5672
N -2.2438 -2.8897 2.1710
H 1.1000 -0.5804 3.1689
H 0.6862 -0.3652 4.8375
H -0.5868 -0.7586 3.6716
H 0.1572 -2.7581 5.1431
H 1.7495 -2.5935 4.4444
H 0.4319 -4.3513 3.1761
H 0.8988 -3.0171 2.2152
C -1.0149 0.5004 -3.1981
C 0.0951 -0.3703 -2.6082
C 1.4067 -0.1221 -3.2885
C 2.4881 -1.0836 -3.0744
N 3.3058 -1.8440 -2.9492
H -1.8827 0.6095 -2.5477
H -1.3791 0.0482 -4.1206
H -0.6488 1.4706 -3.5341
H -0.1683 -1.4262 -2.6700
H 0.2958 -0.1900 -1.5521
H 1.8087 0.8362 -2.9595
H 1.2484 -0.1363 -4.3668
C -2.7160 -3.9507 -2.4783
C -2.6624 -2.4463 -2.5333
C -1.6910 -1.8244 -1.5305
C -2.1129 -1.9868 -0.1025
N -2.5004 -2.1594 1.0062
H -1.8268 -4.5309 -2.7250
H -3.5344 -4.3773 -3.0582
H -2.9683 -4.3175 -1.4834
H -3.6964 -2.1534 -2.3511
H -2.3554 -2.0833 -3.5142
H -1.5200 -0.7871 -1.8182
H -0.7050 -2.2592 -1.6946
C 2.3867 -4.0584 -2.2977
C 1.1645 -4.3298 -1.4072
C 0.7916 -3.2043 -0.4192
C -0.3743 -3.4931 0.4306
N -1.2921 -3.7410 1.0809
H 3.2468 -3.8345 -1.6668
H 2.1953 -3.2979 -3.0548
H 2.7541 -4.9538 -2.7990
H 1.4188 -5.1700 -0.7610
H 0.3470 -4.6838 -2.0354
H 0.4343 -2.3979 -1.0596
H 1.6481 -2.8683 0.1653
C 1.2077 2.2525 -1.7345
C 1.7255 2.4704 -0.2495
C 2.4462 3.8361 -0.0052
C 1.6103 5.0224 -0.2758
N 0.9460 5.9716 -0.4359
H 0.7966 1.2432 -1.7592
H 1.9861 2.3811 -2.4865
H 0.3970 2.9449 -1.9612
H 2.4535 1.6914 -0.0229
H 0.8527 2.3406 0.3903
H 3.3767 3.9493 -0.5615
H 2.8113 3.7674 1.0195
*
```

Computed properties:
ΔE to the lowest compared entry with this formula, charge and spin   28.113 eV
Frontier orbital gap   4.7 eV